Here is C3H3F3 in the gas phase from the Open Molecules 2025 dataset. Energies are from ωB97M-V with the def2-TZVPD basis set.

Geometry as XYZ:
```
9
C3H3F3 (ωB97M-V with the def2-TZVPD basis set)
C -1.171 -0.022 0.029
C 0.274 0.464 -0.012
F 0.421 1.765 0.075
C 1.373 -0.320 -0.048
F 2.586 0.069 -0.013
F 1.215 -1.597 0.069
H -1.867 0.540 0.731
H -1.379 -1.147 0.162
H -1.451 0.247 -0.992
```

The spin multiplicity is 1. For the HOMO energy, the calculation gives -0.331 Ha. For the energy, the calculation gives -415.65564 hartree. For the molar mass, the calculation gives 96.05 g mol⁻¹. The calculation puts the energy above the lowest of the compared OMol25 structures with the same formula, charge and spin at 0.992 eV. Its largest force on an atom is 4.45 eV/Å.

The molecule's natural (NBO) atomic charges, reported in e, are given here: atom 1 (C): -0.6893, atom 2 (C): 0.2291, atom 3 (F): -0.3086, atom 4 (C): 0.6418, atom 5 (F): -0.2795, atom 6 (F): -0.3001, atom 7 (H): 0.2355, atom 8 (H): 0.2454, atom 9 (H): 0.2258